A 15-piece molecular cluster, C30H90O15S15 overall, computed with ωB97M-V with the def2-TZVPD basis set.

Atoms and positions in Å:
C  2.743  1.795  4.516
S  0.983  1.884  4.023
O  0.557  0.425  4.189
C  0.469  2.874  5.398
H  3.168  2.792  4.638
H  3.357  1.350  3.734
H  2.780  1.274  5.473
H  -0.555  3.240  5.318
H  1.088  3.753  5.575
H  0.473  2.247  6.289
C  -3.981  -2.823  -2.234
S  -4.887  -4.413  -1.971
O  -4.010  -5.503  -2.611
C  -4.793  -4.848  -0.174
H  -3.739  -2.612  -3.275
H  -2.987  -2.858  -1.786
H  -4.575  -1.978  -1.887
H  -5.167  -4.013  0.418
H  -3.792  -5.081  0.187
H  -5.500  -5.654  0.027
C  2.341  -1.782  2.436
S  2.444  -3.078  3.764
O  3.262  -4.296  3.308
C  3.505  -2.180  4.958
H  1.879  -0.829  2.693
H  1.680  -2.157  1.654
H  3.317  -1.526  2.023
H  3.544  -2.490  6.002
H  3.087  -1.201  5.192
H  4.516  -2.029  4.578
C  0.255  -5.012  0.118
S  0.987  -5.821  -1.358
O  0.237  -7.145  -1.496
C  2.654  -6.051  -0.562
H  0.586  -3.979  0.219
H  0.589  -5.481  1.044
H  -0.833  -5.073  0.120
H  2.642  -6.800  0.230
H  3.027  -5.138  -0.100
H  3.421  -6.277  -1.303
C  1.697  3.458  -2.709
S  2.288  3.920  -4.399
O  2.157  5.426  -4.515
C  4.105  3.576  -4.118
H  1.718  2.387  -2.506
H  0.661  3.728  -2.503
H  2.248  4.036  -1.967
H  4.551  3.409  -5.099
H  4.317  2.782  -3.402
H  4.637  4.377  -3.604
C  -6.417  1.407  -0.933
S  -6.339  0.142  0.435
O  -6.418  -1.262  -0.182
C  -4.576  0.501  0.833
H  -7.446  1.554  -1.258
H  -6.008  1.132  -1.905
H  -5.992  2.378  -0.679
H  -4.355  -0.154  1.676
H  -4.464  1.410  1.423
H  -3.860  0.564  0.014
C  -3.375  4.469  -0.967
S  -2.572  2.897  -0.471
O  -1.119  2.981  -0.957
C  -2.540  3.395  1.321
H  -4.236  4.666  -0.328
H  -3.824  4.325  -1.950
H  -2.724  5.343  -0.987
H  -1.942  4.273  1.567
H  -2.241  2.509  1.880
H  -3.587  3.496  1.608
C  -2.870  0.884  4.424
S  -3.512  1.919  5.780
O  -2.312  1.923  6.663
C  -3.752  3.485  4.917
H  -1.950  1.316  4.029
H  -3.690  0.752  3.717
H  -2.473  -0.045  4.833
H  -3.779  4.260  5.683
H  -4.681  3.415  4.351
H  -2.906  3.726  4.273
C  -1.176  -2.309  3.240
S  -2.189  -3.813  3.493
O  -2.130  -4.599  2.178
C  -1.034  -4.762  4.594
H  -1.637  -1.657  2.499
H  -0.243  -2.612  2.765
H  -1.125  -1.670  4.122
H  -1.238  -4.403  5.603
H  0.028  -4.712  4.353
H  -1.295  -5.812  4.725
C  -1.172  -4.172  -4.682
S  0.471  -3.358  -4.299
O  1.492  -4.495  -4.260
C  0.561  -2.491  -5.935
H  -1.114  -4.719  -5.623
H  -2.027  -3.496  -4.655
H  -1.356  -4.865  -3.861
H  0.260  -3.198  -6.708
H  1.548  -2.258  -6.335
H  -0.203  -1.728  -6.088
C  4.258  -0.618  -2.679
S  3.469  -1.717  -3.936
O  3.309  -0.903  -5.179
C  4.982  -2.769  -4.323
H  4.891  -1.110  -1.940
H  3.524  -0.002  -2.159
H  4.925  0.061  -3.209
H  4.821  -3.541  -5.075
H  5.278  -3.173  -3.356
H  5.878  -2.246  -4.658
C  1.902  6.448  1.661
S  1.299  4.972  2.586
O  -0.079  5.450  3.051
C  0.912  4.065  1.011
H  1.986  7.308  2.326
H  1.121  6.712  0.949
H  2.789  6.242  1.062
H  0.360  4.724  0.342
H  0.345  3.153  1.198
H  1.857  3.798  0.537
C  5.439  0.854  0.932
S  4.175  1.981  0.304
O  2.937  1.407  0.942
C  4.632  3.515  1.237
H  6.396  1.332  0.722
H  5.328  -0.034  0.310
H  5.296  0.766  2.008
H  5.696  3.751  1.273
H  4.194  3.528  2.235
H  4.355  4.344  0.586
C  -2.558  -0.223  -6.113
S  -1.162  0.964  -5.693
O  -1.044  2.125  -6.647
C  -1.865  1.697  -4.160
H  -3.425  0.374  -6.396
H  -2.980  -0.829  -5.312
H  -2.222  -0.895  -6.902
H  -1.290  2.581  -3.885
H  -1.738  0.892  -3.437
H  -2.892  1.992  -4.378
C  -0.133  0.255  0.612
S  -0.797  -1.097  -0.437
O  -1.817  -0.488  -1.391
C  0.818  -1.111  -1.289
H  -0.188  1.226  0.120
H  0.849  0.065  1.046
H  -0.742  0.413  1.502
H  1.684  -1.190  -0.631
H  0.798  -0.208  -1.899
H  0.811  -1.978  -1.949

Output
- orbital gap (eV) = 7.40
- HOMO level (Eh) = -0.28997
- energy (a.u.) = -8297.794090

Results of the Mulliken charge analysis, in e, for atoms 1 through 99: -1.1798, 1.0591, -0.5955, -1.2707, 0.4321, -0.0373, 0.4456, 0.1525, 0.4848, 0.4964, -0.0349, 0.3893, -0.6315, -0.5789, 0.0275, -0.1962, 0.2669, 0.2311, 0.0503, 0.4113, 0.2596, 0.6889, -0.7055, -0.6910, -0.2475, -0.6886, 0.6450, 0.4036, -0.1070, 0.3474, -0.5587, 0.8131, -0.7049, -1.0822, -0.0637, 0.4419, 0.1277, 0.3568, 0.2335, 0.3697, -0.5772, 0.6323, -0.6946, -0.7371, 0.2230, 0.0759, 0.2943, 0.3518, 0.0240, 0.3476, -0.8825, 0.2830, -0.5282, -0.3178, 0.4445, 0.3001, 0.2066, 0.2724, 0.1923, 0.0394, -1.3884, 0.6936, -0.4442, -1.3202, 0.4262, 0.4040, 0.3435, 0.5906, -0.0234, 0.7046, 0.1042, 0.3897, -0.5805, -0.5678, -0.6685, 0.3021, 0.2478, 0.4216, 0.3723, -0.1257, 0.7590, 0.2859, -0.4908, -0.8796, -0.3357, -0.5488, 0.2972, 0.3959, 0.1275, 0.3935, -1.0615, 0.9209, -0.6376, -1.0154, 0.4758, 0.1694, 0.3332, 0.4447, 0.4280



C2H8N3O as an isolated structure, computed with ωB97M-V with the def2-TZVPD basis set.

Atoms and positions in Å:
C  0.996  0.310  -0.657
C  -2.095  -0.428  1.177
N  1.908  1.233  -0.829
N  1.023  -0.888  -1.227
N  -0.110  0.607  0.111
O  -0.893  -0.838  0.610
H  -2.735  -1.188  0.845
H  -2.571  0.469  0.683
H  -2.216  -0.530  2.340
H  2.698  0.955  -1.345
H  1.874  2.010  -0.157
H  1.893  -1.222  -1.688
H  0.336  -1.538  -0.879
H  -0.108  1.049  1.016

Output
- orbital gap (eV) = 10.34
- HOMO level (Eh) = -0.54655
- total charge = +1
- energy (a.u.) = -320.173778

Calculated atomic charges, method natural (NBO), unit e: 0.6487, -0.3197, -0.7247, -0.7356, -0.3488, -0.3668, 0.2288, 0.2285, 0.2119, 0.4278, 0.4400, 0.4341, 0.4560, 0.4199



C3H5N4O4 as an isolated structure, computed with ωB97M-V with the def2-TZVPD basis set.

Atoms and positions in Å:
C  1.900  0.799  -1.177
C  0.955  0.264  -0.561
C  2.883  1.379  -1.818
N  -1.619  1.157  1.338
N  0.328  -2.770  -0.227
N  -0.045  -0.281  0.018
N  -2.673  0.726  1.917
O  0.237  -3.685  0.448
O  0.538  -2.473  -1.320
O  -1.241  0.207  -0.042
O  0.101  -1.427  0.691
H  3.877  0.963  -1.827
H  2.716  2.292  -2.368
H  -1.788  2.013  0.801
H  -3.616  0.890  1.571
H  -2.552  -0.054  2.556

Output
- orbital gap (alpha / beta) (eV) = 7.80 / 7.80
- HOMO level (alpha / beta) (Eh) = -0.49226 / -0.49226
- total charge = +1
- energy (a.u.) = -636.617413

Calculated atomic charges, method natural (NBO), unit e: -0.0171, 0.2856, -0.2241, -0.1402, 0.7591, 0.2519, -0.4888, -0.1699, -0.2327, -0.3592, -0.3403, 0.2570, 0.2559, 0.3772, 0.3860, 0.3994



A 2-piece molecular cluster, C11H15N overall, computed with ωB97M-V with the def2-TZVPD basis set.

Atoms and positions in Å:
C  0.160  2.761  -0.637
C  -0.823  0.322  -0.681
C  -0.881  1.730  -0.302
C  -2.137  -0.149  -0.667
C  -2.192  1.998  -0.103
C  0.248  -0.562  -0.868
C  -2.425  -1.478  -1.007
C  -0.029  -1.841  -1.294
C  -1.366  -2.296  -1.316
N  -2.984  0.893  -0.384
H  1.232  -0.128  -0.745
H  0.918  2.952  0.126
H  -0.342  3.694  -0.865
H  -2.667  2.949  0.098
H  -3.949  0.771  -0.138
H  -3.451  -1.826  -0.980
H  0.713  -2.630  -1.340
H  -1.552  -3.342  -1.529
H  0.684  2.499  -1.558
C  2.223  -0.669  2.439
C  2.995  -0.914  1.112
H  1.385  -1.365  2.424
H  2.841  -0.696  3.329
H  1.692  0.289  2.401
H  2.525  -1.725  0.570
H  4.005  -1.228  1.382
H  3.176  -0.009  0.533

Output
- structure (SMILES) = Cc1c[nH]c2ccccc12.CC
- orbital gap (eV) = 8.86
- HOMO level (Eh) = -0.29156
- energy (a.u.) = -482.890023

Calculated atomic charges, method natural (NBO), unit e: -0.6297, -0.0967, -0.0860, 0.1421, -0.0252, -0.1840, -0.2420, -0.2491, -0.2080, -0.5332, 0.2172, 0.2128, 0.2156, 0.2060, 0.4089, 0.2096, 0.2116, 0.2097, 0.2187, -0.6203, -0.6164, 0.2112, 0.2078, 0.2047, 0.2092, 0.2032, 0.2022



C29H29F4GaN7SSb as an isolated structure, computed with ωB97M-V with the def2-TZVPD basis set.

Atoms and positions in Å:
Ga  1.162  -0.609  -1.241
C  -0.451  -3.055  -2.157
N  0.680  -2.735  -1.290
C  1.908  -3.448  -1.770
C  0.424  -2.861  0.152
C  1.506  -2.235  1.001
N  2.046  -1.039  0.372
C  3.172  -0.518  0.973
C  4.049  0.341  0.239
F  3.664  0.763  -1.013
C  5.338  0.608  0.642
F  6.238  1.238  -0.136
C  5.774  0.160  1.885
C  4.858  -0.464  2.734
F  5.277  -0.771  3.983
C  3.569  -0.733  2.331
F  2.686  -1.293  3.222
H  -0.548  -4.131  -2.220
H  -1.363  -2.649  -1.745
H  -0.224  -2.660  -3.163
H  1.791  -4.547  -1.631
H  2.041  -3.221  -2.832
H  2.799  -3.102  -1.228
H  -0.578  -2.419  0.367
H  0.321  -3.911  0.449
H  1.037  -1.981  1.973
H  2.295  -2.947  1.259
H  6.791  0.361  2.191
N  1.138  -0.324  -6.478
N  1.563  -0.257  -5.202
N  2.358  0.730  -4.840
C  2.564  0.503  -3.578
N  1.887  -0.612  -3.156
N  1.186  -1.059  -4.224
H  1.310  0.532  -7.041
H  0.255  -0.814  -6.574
H  3.122  1.193  -2.981
S  -0.371  0.979  -1.568
Sb  -1.558  1.093  0.479
C  -0.379  1.915  2.132
C  -0.033  1.128  3.195
C  0.797  1.663  4.174
C  1.212  2.979  4.133
C  0.897  3.742  3.017
C  0.093  3.219  2.011
C  -2.949  2.642  -0.040
C  -3.656  2.610  -1.239
C  -4.654  3.569  -1.483
C  -5.009  4.482  -0.504
C  -4.330  4.483  0.689
C  -3.292  3.575  0.931
C  -2.783  -0.686  0.702
C  -2.887  -1.353  1.932
C  -3.603  -2.536  2.024
C  -4.283  -3.044  0.920
C  -4.258  -2.360  -0.257
C  -3.481  -1.184  -0.385
H  -0.284  0.059  3.217
H  1.155  1.038  4.995
H  1.796  3.392  4.981
H  1.235  4.771  2.958
H  -0.161  3.830  1.140
H  -3.414  1.891  -2.049
H  -5.193  3.548  -2.441
H  -5.826  5.173  -0.658
H  -4.579  5.214  1.444
H  -2.770  3.638  1.895
H  -2.439  -0.964  2.867
H  -3.646  -3.060  2.973
H  -4.786  -3.990  1.032
H  -4.779  -2.800  -1.134
H  -3.427  -0.689  -1.359

Output
- orbital gap (eV) = 7.28
- HOMO level (Eh) = -0.48455
- total charge = +2
- energy (a.u.) = -4467.860187

Calculated atomic charges, method Mulliken, unit e: -0.1105, -0.5697, 0.3126, -0.9776, -0.1219, -0.7927, 1.0298, 0.6276, -0.2961, 0.0117, 0.0145, -0.2897, -0.4795, 0.3811, -0.2825, -0.0558, -0.3633, 0.3869, 0.0439, 0.2560, 0.3730, 0.4177, 0.2440, -0.4396, 0.4615, 0.2371, 0.4617, 0.5080, -0.5643, 1.0662, -0.8947, -0.3658, 0.4144, -0.4357, 0.3363, 0.2780, 0.6445, -0.4934, 1.3438, 0.6851, -0.2484, -0.4463, -0.6651, -0.6160, -0.5547, 0.6828, -0.4445, -0.6319, -0.5273, -0.6191, -0.3272, 0.7013, -0.4119, -0.5753, -0.5782, -0.5863, -0.6479, 0.0325, 0.4210, 0.3905, 0.4477, 0.4646, 0.2466, 0.3761, 0.4099, 0.4128, 0.3185, 0.3804, 0.4456, 0.4471, 0.3603, 0.3399



A 3-piece molecular cluster, C4H11NO2 overall, computed with ωB97M-V with the def2-TZVPD basis set.

Atoms and positions in Å:
C  -0.016  0.094  -2.463
C  -0.834  -0.244  -1.233
C  -0.344  -0.059  0.026
N  -0.907  0.747  1.035
C  -0.802  0.346  2.237
H  0.816  -0.617  -2.649
H  -0.605  0.246  -3.370
H  0.396  1.067  -2.239
H  -1.855  -0.530  -1.506
H  0.644  -0.492  0.241
H  -0.116  -0.496  2.477
H  -1.654  0.449  2.924
H  3.381  2.352  0.511
H  3.093  3.232  1.574
O  3.758  3.174  0.872
H  -1.050  -2.555  0.315
H  -1.977  -3.761  0.882
O  -1.928  -2.953  0.365

Output
- structure (SMILES) = C=N/C=C/C.O.O
- orbital gap (eV) = 8.06
- HOMO level (Eh) = -0.30525
- energy (a.u.) = -364.099025

Calculated atomic charges, method natural (NBO), unit e: -0.6514, -0.1694, -0.0955, -0.4108, -0.0284, 0.2180, 0.2267, 0.2199, 0.2124, 0.1626, 0.1251, 0.1928, 0.4594, 0.4604, -0.9196, 0.4829, 0.4769, -0.9620